No. 1
Here is C20H32Cl2ErNOP2S as an isolated structure at a distorted geometry from the Open Molecules 2025 dataset. Energies are from ωB97M-V with the def2-TZVPD basis set.

Its charge is +2. The HOMO energy (spin up / spin down) is -14.5794 / -14.6073 eV. Its maximum force is 0.11112 hartree/bohr. As for the multiplicity: 4. The calculation puts the LUMO energy (spin up / spin down) at -7.0 / -7.0 eV.

```
60
Properties=species:S:1:pos:R:3:nbo_charge:R:1
H 1.3982 -2.8232 -3.7427 0.256
C 0.7185 -3.2425 3.5677 -0.189
H -2.7238 0.9494 1.5756 0.217
H -2.7506 4.3981 4.1761 0.248
Er 1.7058 0.0505 -0.7396 1.471
H -0.3130 -3.0824 -3.3572 0.218
P 0.7454 2.5953 -1.5963 0.795
H -1.1908 -3.4299 -0.7794 0.241
H -1.4184 3.2616 -0.7573 0.242
H 3.1134 2.9269 -1.9572 0.249
C 0.9265 -2.0618 2.8674 -0.234
C 2.6116 -3.4279 -0.9591 -0.929
C -0.1771 -3.6484 -0.4197 -0.928
Cl 3.7135 0.0374 0.7261 -0.548
C -0.1746 -1.2347 2.5722 -0.191
H 2.6421 3.4577 -0.3249 0.255
H -1.2608 -0.0672 -0.1562 0.407
H 2.8453 -3.2707 0.1027 0.255
C 0.3068 3.1089 -3.2969 -0.923
H -2.2907 -0.9266 2.6997 0.226
H 2.5645 -4.5001 -1.1866 0.253
C 0.7120 -3.3009 -3.0357 -0.924
H 0.0510 -4.7108 -0.5812 0.253
C -2.2072 1.6644 2.2082 -0.232
C -2.8959 2.7005 2.8486 -0.191
H 2.2706 4.5041 -1.7450 0.256
H 0.3063 4.2065 -3.3552 0.259
H -0.1353 -3.4119 0.6486 0.250
C -1.0541 -0.2015 -4.9874 -0.833
C -0.1240 2.4812 3.1817 -0.217
H -0.3601 4.6837 -1.0484 0.253
C -0.8176 3.5032 3.8214 -0.181
H -0.2655 4.2083 4.4512 0.249
C -0.5722 -3.6053 3.9646 -0.157
H -0.2982 0.5543 -5.2935 0.339
O -1.4806 -0.2352 -2.4999 -0.355
H -0.6795 -1.1800 -5.3393 0.338
H 0.8691 -4.3885 -3.0274 0.260
Cl 1.4347 -0.0442 -3.3872 -0.506
S 0.1448 0.2620 1.6524 1.082
H 1.0299 2.6903 -4.0044 0.255
N -0.2804 0.0293 0.1117 -1.225
C -0.4003 3.6583 -0.6548 -0.931
H -2.0434 0.0598 -5.4098 0.329
H -0.1496 3.6509 0.4114 0.249
P 1.0082 -2.6297 -1.3603 0.793
C -1.6653 -2.7851 3.6493 -0.188
H -0.6867 2.7327 -3.5672 0.219
C -1.0254 -0.2228 -3.5815 0.951
H 1.5792 -3.8682 3.8169 0.246
C -1.4684 -1.5934 2.9497 -0.224
H 0.9558 2.3693 3.2714 0.241
H 3.3990 -2.9488 -1.5579 0.253
C -0.8242 1.5422 2.4005 -0.194
H -2.6742 -3.0541 3.9609 0.245
C 2.3483 3.4701 -1.3841 -0.935
C -2.2036 3.6106 3.6638 -0.154
H -0.7316 -4.5186 4.5270 0.246
H -3.9759 2.7785 2.7164 0.245
H 1.9183 -1.7318 2.5499 0.246
```



No. 2
Here is C20H32CrN6O5PS as an isolated structure at a distorted geometry from the Open Molecules 2025 dataset. Energies are from ωB97M-V with the def2-TZVPD basis set.

Its charge is +2. The HOMO energy (spin up / spin down) is -12.9821 / -12.9824 eV. Its maximum force is 0.03661 hartree/bohr. As for the multiplicity: 2. The calculation puts the LUMO energy (spin up / spin down) at -7.3 / -6.8 eV.

```
66
Properties=species:S:1:pos:R:3:nbo_charge:R:1
H -1.6428 0.7380 -2.1077 0.515
H 3.6599 1.3172 0.5283 0.227
H 0.1338 0.6839 4.5996 0.231
H 7.1718 -2.1496 0.2108 0.234
H 4.0485 1.9392 -2.1794 0.268
C -0.6307 1.9079 2.5460 0.676
C -1.7940 3.4092 4.0053 -0.240
H -1.5785 5.1527 5.2924 0.230
N 0.7238 -2.1333 2.6825 -0.411
O -0.6302 3.5818 6.1102 -0.493
H 1.6119 0.1757 -3.1584 0.283
S 2.4234 -1.2098 0.1013 2.277
H -1.3934 1.0913 5.4351 0.228
H -0.0786 4.6594 4.4446 0.174
H 0.2448 1.1191 -3.7911 0.244
O 1.3485 2.1199 -0.9293 -1.071
N 1.6491 -0.4133 1.3346 -0.820
C -3.6344 2.0022 -1.5717 -0.650
H -4.3275 2.7150 -1.1328 0.252
C -1.5310 -1.7786 1.1816 0.117
H 1.8542 1.3283 -4.4877 0.271
C -2.3003 2.1114 -0.8542 -0.056
H -2.0161 3.9333 3.0769 0.228
H 4.7948 -2.7435 -0.0982 0.253
C 0.6297 -1.2358 1.7325 0.568
H 6.0351 1.9372 0.8662 0.224
H 0.9859 4.7630 -2.2179 0.266
C 6.4132 -1.3861 0.2568 -0.271
H -0.2246 -3.6459 3.6663 0.233
C -0.9834 4.3007 4.9594 -0.081
H -1.8612 3.1032 -1.0224 0.182
O -1.3393 1.1239 -1.2748 -0.741
H -2.7243 3.1066 4.4939 0.230
N -0.3430 1.6147 1.4558 -0.507
C 4.1178 -0.7366 0.1643 -0.364
C 0.7508 3.9330 -2.8790 -0.985
H -2.4247 1.9655 0.2232 0.183
H 8.3442 1.1941 1.0032 0.407
C 0.2043 2.4969 5.8086 -0.081
H 3.7179 2.9863 -3.5773 0.265
C 3.4775 2.7984 -2.5324 -0.989
H 3.7462 3.6752 -1.9449 0.265
H 8.7778 -0.4556 0.7230 0.411
H -4.0656 1.0099 -1.4702 0.222
O 1.6913 -0.6167 -1.0539 -0.917
C -1.5048 -2.7745 2.1448 -0.286
O 2.2916 -2.6216 0.2019 -0.883
H -2.4016 -1.6055 0.5631 0.227
C 5.0933 -1.7249 0.0864 -0.135
C 6.7825 -0.0558 0.5412 0.240
H 0.4716 2.0345 6.7605 0.230
H 1.0114 4.1993 -3.8982 0.266
C -0.3350 -2.9044 2.8867 0.141
C -0.5286 1.4956 4.9008 -0.242
N 8.0728 0.2623 0.7394 -0.751
C 1.3082 1.1363 -3.5685 -1.007
N -0.4653 -1.0106 0.9781 -0.499
H -3.5422 2.2347 -2.6301 0.223
Cr 0.4104 0.5690 0.0657 1.236
P 1.6916 2.4565 -2.3687 1.931
C 4.4479 0.5829 0.4431 -0.179
H -2.3533 -3.4202 2.3043 0.262
N -1.0110 2.2136 3.7265 -0.417
C 5.7687 0.9220 0.6228 -0.269
H 1.1150 2.8497 5.3020 0.175
H -0.3165 3.7314 -2.8256 0.249
```